No. 1
Molecular formula: C16H45N3O7
Method: DFT, ωB97M-V/def2-TZVPD

largest force on an atom	3.11	eV/A
structure (SMILES)	COC[C@H](C)N.COC[C@H](C)N.COC[C@H](C)N.OCCO.OCCO
energy relative to the best compared isomer or geometry (same formula, charge and spin)	50.9	kcal per mole
M	391.5	g mol⁻¹
Kohn-Sham gap	9.6	eV
DFT total energy	-1327.38718	a.u.

XYZ file:
```
71
C16H45N3O7 ωB97M-V/def2-TZVPD
C 0.697 -0.228 1.247
C -0.069 -1.056 0.213
C -1.041 -2.050 0.817
O -0.308 -3.007 1.551
C -1.113 -4.114 1.907
N -0.729 -0.210 -0.786
H 1.304 -0.827 1.929
H 0.049 0.312 1.941
H 1.408 0.408 0.718
H 0.700 -1.629 -0.320
H -1.622 -2.579 0.051
H -1.769 -1.508 1.435
H -1.438 -4.572 0.967
H -2.007 -3.835 2.474
H -0.587 -4.846 2.515
H -1.232 -0.787 -1.447
H -0.094 0.400 -1.268
C 4.283 -3.735 3.902
C 4.384 -2.716 2.799
C 4.296 -1.209 3.167
O 4.405 -0.350 2.053
C 4.522 1.028 2.371
N 5.714 -2.941 2.128
H 4.059 -4.782 3.697
H 3.378 -3.551 4.502
H 5.140 -3.677 4.575
H 3.570 -2.816 2.071
H 5.205 -0.980 3.740
H 3.271 -1.088 3.542
H 5.527 1.365 2.628
H 3.828 1.268 3.180
H 4.210 1.568 1.479
H 5.735 -2.095 1.559
H 6.367 -2.845 2.901
C -3.483 5.564 -4.221
C -2.430 4.539 -4.556
C -1.644 4.019 -3.354
O -0.752 3.025 -3.804
C 0.184 2.594 -2.847
N -3.183 3.342 -5.070
H -4.144 5.200 -3.438
H -3.929 5.831 -5.178
H -3.021 6.491 -3.862
H -1.664 4.860 -5.263
H -2.304 3.567 -2.603
H -1.193 4.925 -2.922
H 0.964 2.057 -3.389
H -0.224 1.851 -2.161
H 0.684 3.378 -2.276
H -2.368 2.720 -5.058
H -3.710 2.906 -4.315
C -2.895 -1.253 4.716
C -2.300 0.076 4.251
O -2.638 1.238 5.002
O -2.310 -1.505 5.988
H -2.824 -2.107 4.051
H -3.960 -1.038 4.885
H -2.672 0.317 3.243
H -1.209 0.042 4.208
H -1.839 1.756 5.093
H -2.384 -0.714 6.529
C -1.826 -0.308 -4.989
C -0.534 -0.727 -4.282
O -0.914 -1.895 -3.538
O -1.482 0.706 -5.944
H -2.514 0.068 -4.224
H -2.259 -1.140 -5.551
H -0.071 0.009 -3.634
H 0.183 -0.903 -5.090
H -1.070 -2.572 -4.204
H -2.310 0.765 -6.435
```

No. 2
Molecular formula: C16H45N4O5
Method: DFT, ωB97M-V/def2-TZVPD

largest force on an atom	4.77	eV/A
total charge	+2
spin multiplicity	2
M	373.6	g mol⁻¹
Kohn-Sham gap (alpha / beta)	2.3 / 6.5	eV
DFT total energy	-1231.01505	a.u.

XYZ file:
```
70
C16H45N4O5 ωB97M-V/def2-TZVPD
O 1.565 -0.017 -0.984
H 2.225 0.263 -0.321
C -0.083 -3.882 -0.558
C -0.602 -2.859 -1.608
O -1.799 -2.850 -1.953
N 0.410 -1.989 -2.287
H 0.967 -1.318 -1.778
H 1.156 -2.668 -2.347
C 0.082 -1.584 -3.778
H 0.475 -4.704 -1.005
H -0.994 -4.265 -0.100
H 0.651 -3.429 0.110
H -0.597 -0.733 -3.847
H -0.353 -2.502 -4.173
H 0.985 -1.442 -4.373
C 4.464 2.040 -1.465
C 3.743 2.394 -2.789
O 4.402 2.916 -3.748
N 2.280 2.113 -2.727
H 2.028 1.231 -2.305
H 1.931 2.821 -2.097
C 1.721 2.155 -4.145
H 3.830 1.687 -0.652
H 4.747 3.025 -1.092
H 5.318 1.364 -1.498
H 2.210 1.410 -4.773
H 1.776 3.190 -4.483
H 0.700 1.813 -3.972
C -0.126 -1.353 4.037
N 1.244 -0.677 4.420
C 0.788 0.671 5.000
C 1.735 -1.652 5.572
C 2.398 -0.601 3.305
C 1.984 0.310 2.113
O 0.914 -0.223 1.590
H -0.593 -0.706 3.294
H -0.776 -1.441 4.908
H 0.067 -2.359 3.664
H 0.712 0.461 6.067
H -0.127 1.151 4.651
H 1.569 1.425 4.906
H 0.990 -1.644 6.368
H 2.682 -1.240 5.921
H 1.963 -2.634 5.159
H 2.600 -1.640 3.045
H 3.238 -0.180 3.858
H 2.783 0.556 1.413
H 1.670 1.305 2.430
H 0.962 -0.112 0.638
C -3.777 0.315 -2.329
N -3.929 0.673 -0.866
C -5.423 1.159 -0.835
C -3.804 -0.576 0.094
C -2.971 1.756 -0.482
C -1.455 1.505 -0.480
O -0.774 0.769 -1.441
H -4.347 -0.553 -2.661
H -2.775 -0.092 -2.462
H -3.795 1.188 -2.982
H -5.485 2.143 -1.299
H -5.724 1.337 0.197
H -5.999 0.326 -1.239
H -4.506 -1.321 -0.279
H -3.990 -0.224 1.108
H -2.855 -1.059 -0.139
H -3.169 2.028 0.555
H -3.200 2.640 -1.078
H -1.083 1.228 0.506
H -0.990 2.482 -0.353
H 0.134 0.679 -1.143
```

No. 3
Molecular formula: C16H46Ag3NO21P4
Method: DFT, ωB97M-V/def2-TZVPD

largest force on an atom	5.83	eV/A
total charge	+3
spin multiplicity	2
M	1036.0	g mol⁻¹
Kohn-Sham gap (alpha / beta)	3.8 / 2.3	eV
DFT total energy	-4077.21071	a.u.

XYZ file:
```
91
C16H46Ag3NO21P4 ωB97M-V/def2-TZVPD
Ag -11.626 -14.890 -13.218
Ag -11.267 -12.487 -10.452
Ag -14.953 -14.983 -12.557
N -13.239 -12.439 -13.503
O -13.686 -13.472 -13.950
O -13.884 -11.435 -13.329
O -12.063 -12.451 -13.154
C -15.797 -9.969 -10.575
O -17.092 -9.581 -10.282
P -17.504 -8.077 -9.728
O -18.955 -7.713 -9.587
O -16.600 -6.873 -10.549
C -17.175 -5.616 -11.068
O -16.723 -8.116 -8.270
C -17.377 -8.606 -7.158
H -15.663 -9.958 -11.657
H -15.541 -10.935 -10.140
H -15.034 -9.236 -10.315
H -17.300 -5.669 -12.150
H -16.432 -4.833 -10.914
H -18.124 -5.378 -10.587
H -18.368 -8.972 -7.427
H -17.479 -7.774 -6.461
H -16.799 -9.421 -6.723
C -11.603 -8.575 -12.994
O -11.519 -7.820 -11.739
P -10.902 -8.684 -10.455
O -11.032 -10.167 -10.494
O -9.347 -8.175 -10.278
C -8.918 -6.996 -9.641
O -11.639 -8.000 -9.152
C -12.844 -8.557 -8.671
H -11.553 -9.650 -12.822
H -10.754 -8.181 -13.553
H -12.610 -8.334 -13.333
H -8.199 -6.340 -10.132
H -8.424 -7.208 -8.693
H -9.700 -6.284 -9.379
H -13.735 -7.972 -8.897
H -12.918 -8.854 -7.625
H -12.960 -9.471 -9.254
C -14.448 -7.960 -18.641
O -15.238 -8.825 -17.855
P -16.711 -8.446 -17.280
O -17.709 -7.971 -18.230
O -16.537 -7.381 -16.050
C -17.569 -6.960 -15.204
O -17.062 -9.820 -16.462
C -16.122 -10.561 -15.797
H -13.915 -7.146 -18.150
H -15.243 -7.455 -19.189
H -13.793 -8.528 -19.302
H -17.296 -5.951 -14.893
H -17.571 -7.667 -14.375
H -18.564 -7.046 -15.640
H -16.680 -11.066 -15.009
H -15.345 -9.978 -15.303
H -15.598 -11.164 -16.538
C -12.726 -9.925 -16.357
O -11.383 -10.082 -16.509
P -10.445 -8.829 -16.948
O -9.670 -8.113 -15.864
O -11.385 -7.818 -17.839
C -11.033 -6.431 -18.046
O -9.393 -9.427 -17.988
C -9.678 -10.019 -19.162
H -13.145 -10.173 -17.332
H -13.001 -8.921 -16.034
H -13.101 -10.734 -15.730
H -10.706 -6.022 -17.091
H -11.877 -5.861 -18.435
H -10.258 -6.360 -18.809
H -10.697 -10.383 -19.293
H -9.029 -10.892 -19.232
H -9.421 -9.269 -19.911
C -17.581 -14.874 -19.343
O -16.466 -15.561 -18.749
C -15.289 -14.775 -18.619
C -15.125 -13.982 -17.261
O -14.177 -12.920 -17.357
C -12.823 -13.361 -17.509
H -17.308 -14.645 -20.373
H -17.933 -13.983 -18.823
H -18.453 -15.524 -19.412
H -15.047 -14.125 -19.460
H -14.502 -15.526 -18.683
H -15.006 -14.585 -16.361
H -16.088 -13.471 -17.263
H -12.461 -13.491 -18.529
H -12.563 -14.180 -16.839
H -12.075 -12.646 -17.167
```

No. 4
Molecular formula: C16H46BMnN2O7
Method: DFT, ωB97M-V/def2-TZVPD

largest force on an atom	3.59	eV/A
total charge	-1
spin multiplicity	6
M	444.3	g mol⁻¹
Kohn-Sham gap (alpha / beta)	6.1 / 6.5	eV
DFT total energy	-2449.15153	a.u.

XYZ file:
```
73
C16H46BMnN2O7 ωB97M-V/def2-TZVPD
Mn 1.246 -0.179 0.141
C 0.234 -2.242 -3.337
C -0.421 -1.451 -2.193
O 0.281 -0.355 -1.768
H 0.535 -1.590 -4.161
H -0.529 -2.926 -3.735
H 1.061 -2.836 -2.944
H -0.567 -2.222 -1.394
H -1.438 -1.094 -2.448
C -0.649 2.692 2.218
C 0.712 2.594 1.508
O 0.723 1.891 0.326
H -0.519 3.531 2.915
H -0.937 1.804 2.781
H -1.467 2.810 1.506
H 1.395 2.125 2.273
H 1.133 3.614 1.377
B -0.215 -0.924 1.778
H -0.785 -1.986 1.727
H -0.569 -0.297 0.848
H -0.562 -0.324 2.751
H 0.931 -1.150 1.699
C 3.087 -0.120 3.079
O 3.009 0.045 1.669
C 4.075 0.910 1.249
C 3.964 1.389 -0.206
N 3.131 0.543 -1.039
C 3.856 -0.659 -1.504
C 3.631 -1.898 -0.652
O 2.269 -1.993 -0.368
C 1.967 -3.250 0.264
H 4.087 -0.483 3.343
H 2.384 -0.902 3.359
H 2.818 0.818 3.566
H 5.008 0.362 1.446
H 4.048 1.773 1.924
H 4.996 1.473 -0.589
H 3.613 2.419 -0.183
H 2.850 1.013 -1.891
H 4.902 -0.424 -1.740
H 3.438 -0.919 -2.482
H 4.266 -1.916 0.244
H 3.965 -2.726 -1.296
H 2.631 -3.403 1.121
H 2.197 -4.019 -0.481
H 0.928 -3.249 0.568
C -3.198 -2.232 3.834
C -3.751 -0.874 3.475
O -3.264 -0.375 2.223
O -1.818 -2.202 4.010
H -3.584 -2.951 3.092
H -3.624 -2.591 4.778
H -3.509 -0.079 4.192
H -4.840 -0.922 3.373
H -2.296 -0.442 2.232
H -1.339 -1.930 3.194
C -4.120 2.912 -1.748
C -3.551 1.492 -1.769
C -3.132 1.079 -3.170
O -1.842 1.543 -3.471
C -1.492 1.296 -4.788
N -2.428 1.529 -0.822
H -3.304 3.597 -2.011
H -4.497 3.115 -0.749
H -4.795 3.154 -2.576
H -4.291 0.749 -1.435
H -3.819 1.480 -3.939
H -3.152 -0.012 -3.320
H -1.687 0.245 -5.051
H -0.424 1.467 -4.910
H -2.054 1.954 -5.470
H -2.171 0.639 -0.407
H -2.735 2.088 -0.034
```

No. 5
Molecular formula: C16H46N7O6P3S2
Method: DFT, ωB97M-V/def2-TZVPD

largest force on an atom	5.11	eV/A
M	589.6	g mol⁻¹
Kohn-Sham gap	8.3	eV
DFT total energy	-3292.34398	a.u.

XYZ file:
```
80
C16H46N7O6P3S2 ωB97M-V/def2-TZVPD
C 5.591 -1.212 -0.814
C 5.333 -1.450 -2.318
N 4.101 -0.860 -2.861
C 2.916 -1.251 -2.244
O 2.435 -2.547 -2.769
S 1.068 -2.774 -2.008
O 0.216 -3.586 -2.796
O 1.304 -3.188 -0.666
O 0.594 -1.246 -2.060
C 1.686 -0.374 -2.471
P 1.634 1.236 -1.568
S 3.383 1.893 -1.018
H 5.740 -2.176 -0.322
H 4.754 -0.741 -0.302
H 6.501 -0.643 -0.639
H 5.300 -2.518 -2.523
H 6.145 -0.985 -2.872
H 4.160 0.144 -2.955
H 2.942 -1.405 -1.154
H 1.467 -0.161 -3.521
H 1.021 2.153 -2.430
H 0.797 1.063 -0.459
O 0.302 4.553 -1.432
P -0.767 5.568 -1.580
N -0.922 5.894 -3.241
C -0.355 6.971 -4.029
C -1.313 4.731 -4.026
N -0.101 6.902 -0.660
C 0.481 8.095 -1.262
C 0.742 6.446 0.448
N -2.360 5.831 -1.165
C -3.013 7.085 -1.443
C -2.789 5.231 0.096
H -1.001 7.163 -4.890
H 0.652 6.744 -4.403
H -0.306 7.900 -3.478
H -2.403 4.654 -4.112
H -0.948 3.802 -3.580
H -0.895 4.789 -5.030
H 1.158 7.875 -2.094
H 1.066 8.628 -0.513
H -0.288 8.793 -1.605
H 1.768 6.221 0.134
H 0.334 5.548 0.907
H 0.770 7.223 1.215
H -2.754 7.849 -0.700
H -4.094 6.929 -1.410
H -2.780 7.452 -2.440
H -2.474 5.827 0.964
H -2.371 4.229 0.204
H -3.875 5.127 0.122
O -3.046 -6.996 2.442
P -2.149 -5.900 2.870
N -1.280 -5.389 1.510
C 0.056 -5.748 1.071
C -2.123 -4.862 0.443
N -1.161 -6.716 4.076
C 0.217 -7.130 3.849
C -1.890 -7.780 4.763
N -2.195 -4.423 3.655
C -0.988 -3.708 3.977
C -3.232 -4.281 4.671
H 0.472 -4.931 0.482
H 0.069 -6.657 0.454
H 0.741 -5.897 1.896
H -2.269 -3.780 0.547
H -3.108 -5.335 0.438
H -1.670 -5.052 -0.530
H 0.369 -7.622 2.883
H 0.509 -7.847 4.618
H 0.912 -6.291 3.932
H -1.891 -8.724 4.203
H -2.928 -7.499 4.931
H -1.433 -7.951 5.741
H -0.509 -4.107 4.880
H -1.242 -2.661 4.160
H -0.278 -3.719 3.153
H -2.951 -4.764 5.618
H -4.166 -4.729 4.328
H -3.436 -3.227 4.868
```

No. 6
Molecular formula: C16H48F2FeN17O14S2
Method: DFT, ωB97M-V/def2-TZVPD

largest force on an atom	3.85	eV/A
total charge	+1
spin multiplicity	9
M	860.6	g mol⁻¹
Kohn-Sham gap (alpha / beta)	4.2 / 1.3	eV
DFT total energy	-4882.20955	a.u.

XYZ file:
```
100
C16H48F2FeN17O14S2 ωB97M-V/def2-TZVPD
Fe 0.546 -3.085 -2.221
N -0.155 -1.774 -0.941
S 0.227 -1.162 0.461
O -0.778 -0.897 1.479
O 1.346 -0.238 0.377
F 0.853 -2.600 0.944
S -1.275 -0.480 -1.122
O -0.849 0.912 -1.251
O -2.647 -0.704 -0.711
F -1.398 -0.742 -2.717
C 1.010 3.524 -0.765
O 1.665 3.376 -1.811
N 0.924 2.590 0.180
N 0.241 4.647 -0.555
H 1.279 1.726 -0.209
H 0.353 2.640 1.014
H -0.439 4.597 0.182
H 0.457 5.487 -1.054
C -0.186 0.336 5.398
O 0.828 0.734 5.969
N -0.829 -0.767 5.888
N -0.728 0.766 4.278
H -1.555 -1.165 5.317
H -0.379 -1.334 6.582
H -1.080 0.031 3.680
H -0.459 1.588 3.755
C 3.508 -2.703 -1.291
O 2.339 -3.124 -1.162
N 3.747 -1.365 -1.272
N 4.612 -3.454 -1.424
H 2.998 -0.820 -0.852
H 4.695 -1.043 -1.217
H 4.474 -4.453 -1.467
H 5.517 -3.044 -1.534
C -2.384 -3.905 -3.311
O -1.174 -3.609 -3.199
N -3.055 -4.499 -2.314
N -3.112 -3.624 -4.405
H -2.543 -4.885 -1.539
H -4.056 -4.557 -2.285
H -4.108 -3.717 -4.360
H -2.632 -3.445 -5.269
C 1.824 -0.437 -3.654
O 1.183 -1.488 -3.412
N 2.948 -0.452 -4.400
N 1.481 0.742 -3.118
H 3.544 0.350 -4.309
H 3.291 -1.380 -4.586
H 2.096 1.522 -3.266
H 0.631 0.844 -2.576
C -2.267 3.169 1.680
O -1.256 2.866 2.338
N -3.197 3.978 2.233
N -2.429 2.907 0.359
H -3.131 4.196 3.210
H -3.959 4.288 1.658
H -3.274 3.090 -0.146
H -1.668 2.459 -0.139
C -3.842 -0.965 3.266
O -4.554 -1.930 2.989
N -3.216 -0.191 2.367
N -3.697 -0.450 4.511
H -2.959 -0.621 1.489
H -2.893 0.751 2.473
H -3.002 0.233 4.751
H -4.291 -0.843 5.223
C 2.713 -6.591 1.641
O 2.290 -7.675 1.212
N 2.306 -5.438 1.074
N 3.359 -6.470 2.821
H 1.585 -5.380 0.381
H 2.768 -4.591 1.358
H 3.572 -5.540 3.128
H 3.394 -7.247 3.452
C 2.358 1.324 3.149
C 2.458 2.812 3.368
C 3.856 2.902 3.990
O 4.562 1.778 3.409
C 3.711 0.998 2.588
H 1.475 1.137 2.539
H 2.300 0.781 4.092
H 1.677 3.134 4.059
H 2.423 3.426 2.468
H 3.879 2.847 5.080
H 4.424 3.804 3.748
H 4.017 -0.048 2.677
H 3.738 1.199 1.506
C -1.702 2.401 -4.801
C -2.783 2.471 -3.707
C -4.093 2.599 -4.507
O -3.765 2.713 -5.868
C -2.372 3.020 -6.013
H -1.411 1.350 -4.858
H -0.769 2.919 -4.578
H -2.462 3.341 -3.132
H -2.798 1.577 -3.086
H -4.646 3.463 -4.108
H -4.782 1.768 -4.326
H -2.476 4.119 -5.970
H -1.964 2.704 -6.971
```